1.
Formula: C32H53O18S4V2
Source: the OMol25 dataset
Level of theory: wB97M-V/def2-TZVPD

The spin multiplicity is 2. Its expectation value of S² is 0.77. The largest force on an atom is 5.81 eV/A. As for the total charge: +2. The value obtained for the HOMO energy (spin up / spin down) is -13.13 / -13.13 eV. The HOMO-LUMO gap (spin up / spin down) is 3.9 / 3.0 eV. The lowest unoccupied orbital energy (spin up / spin down) comes out at -9.221 / -10.133 eV.

Geometry (Å):
O  -4.889  -0.233  1.525
V  -4.592  1.053  0.694
O  -5.255  0.920  -0.772
O  -2.201  4.844  -0.332
V  -3.115  4.132  0.827
O  -2.555  4.639  2.211
C  -1.327  0.232  1.934
C  -1.268  1.214  0.735
C  -0.910  0.467  -0.465
O  -2.497  1.910  0.526
H  -2.055  -0.557  1.747
H  -1.788  0.649  2.829
H  -0.372  -0.278  2.062
H  -0.370  1.829  0.802
H  -0.665  1.232  -1.201
H  -1.670  -0.180  -0.903
H  -0.041  -0.109  -0.147
C  5.158  1.939  -0.822
C  5.370  1.905  -2.327
O  4.360  1.046  -2.740
S  3.894  -0.065  -1.635
O  4.390  -1.402  -2.080
O  2.481  0.153  -1.195
O  4.891  0.598  -0.558
H  4.315  2.613  -0.670
H  6.091  2.259  -0.358
H  6.339  1.471  -2.572
H  4.961  2.846  -2.695
O  0.946  -5.863  -4.161
S  -0.470  -5.579  -3.852
O  -1.306  -6.553  -3.182
O  -0.474  -4.270  -2.836
C  -0.053  -3.025  -3.330
C  0.699  -2.497  -2.067
C  -1.316  -5.039  -5.432
H  -0.859  -2.386  -3.689
H  0.651  -3.135  -4.155
H  1.468  -3.071  -1.549
H  -0.076  -2.374  -1.311
H  1.204  -1.578  -2.365
H  -1.399  -5.945  -6.032
H  -0.700  -4.274  -5.905
H  -2.297  -4.607  -5.236
O  1.858  0.909  -5.872
S  1.344  1.968  -4.927
O  2.362  2.670  -4.162
O  0.367  3.020  -5.760
C  -0.034  2.538  -7.067
C  -1.001  3.424  -7.754
C  0.159  1.280  -3.742
H  -0.531  1.586  -6.882
H  0.784  2.265  -7.733
H  -0.688  4.456  -7.917
H  -1.801  3.575  -7.029
H  -1.449  2.864  -8.574
H  0.784  0.901  -2.933
H  -0.488  0.590  -4.283
H  -0.330  2.133  -3.272
O  -5.575  -2.338  -1.605
S  -4.410  -2.942  -0.930
O  -3.434  -2.294  -0.038
O  -4.735  -4.440  -0.373
C  -4.200  -4.775  0.904
C  -4.755  -4.167  2.128
C  -3.479  -3.648  -2.376
H  -3.114  -4.860  0.862
H  -4.422  -5.842  0.923
H  -5.685  -4.683  2.369
H  -4.926  -3.112  1.917
H  -4.121  -4.311  3.003
H  -2.835  -2.849  -2.743
H  -4.140  -4.073  -3.131
H  -2.986  -4.561  -2.044
C  -2.528  -2.195  5.417
C  -1.420  -1.426  4.991
C  -0.559  -0.805  5.870
C  -0.885  -0.836  7.202
C  -1.869  -1.644  7.680
C  -2.717  -2.304  6.775
H  -3.165  -2.601  4.645
H  -1.186  -1.361  3.938
H  0.230  -0.140  5.552
H  -0.334  -0.234  7.909
H  -2.230  -1.575  8.696
H  -3.560  -2.893  7.104
C  1.231  5.945  3.320
C  1.150  5.095  2.169
C  2.041  5.224  1.112
C  3.066  6.019  1.137
C  3.270  6.810  2.236
C  2.364  6.864  3.315
H  0.558  5.895  4.163
H  0.310  4.417  2.120
H  1.812  4.540  0.309
H  3.849  6.053  0.394
H  4.185  7.376  2.329
H  2.324  7.605  4.100
C  4.442  0.145  4.930
C  3.328  -0.648  5.274
C  2.465  -1.152  4.282
C  2.709  -0.811  2.948
C  3.797  0.033  2.621
C  4.722  0.445  3.604
H  5.197  0.427  5.649
H  3.186  -0.756  6.339
H  1.614  -1.785  4.488
H  1.984  -1.144  2.220
H  3.845  0.127  1.546
H  5.557  1.075  3.337


2.
Formula: C58H51BaN3OP2S2
Source: the OMol25 dataset
Level of theory: wB97M-V/def2-TZVPD

The spin multiplicity is 1. The calculation puts the energy relative to the best compared isomer or geometry (same formula, charge and spin) at 0.0 kcal per mole. The largest force on an atom is 3.13 eV/A. As for the total charge: -2. The value obtained for the HOMO energy (spin up / spin down) is -0.15 / -0.23 eV. The HOMO-LUMO gap (spin up / spin down) is 3.7 / 3.8 eV. The lowest unoccupied orbital energy (spin up / spin down) comes out at 3.543 / 3.541 eV.

Geometry (Å):
Ba  1.950  2.109  0.867
C  0.137  -0.937  -2.321
N  -0.996  -1.650  -1.747
C  -1.427  -1.167  -0.436
P  -0.646  -1.908  1.161
C  -1.553  -3.501  1.338
C  -2.945  -3.476  1.466
C  -3.669  -4.623  1.763
C  -3.006  -5.829  1.963
C  -1.620  -5.863  1.878
C  -0.897  -4.709  1.585
C  1.027  -2.313  0.591
C  1.996  -1.430  1.035
C  3.355  -1.308  0.343
C  3.658  -2.643  -0.330
C  2.688  -3.532  -0.662
C  1.318  -3.362  -0.304
C  -1.560  -2.749  -2.349
C  -2.732  -3.349  -1.851
C  -3.292  -4.463  -2.459
C  -2.722  -5.029  -3.593
C  -1.576  -4.433  -4.109
C  -1.008  -3.320  -3.511
P  -0.174  0.485  -3.536
C  -1.895  1.023  -3.162
C  -3.009  0.175  -3.167
C  -4.277  0.676  -2.910
C  -4.463  2.037  -2.685
C  -3.374  2.891  -2.700
C  -2.096  2.381  -2.917
C  -0.390  -0.432  -5.123
C  -1.480  -0.315  -5.987
C  -1.499  -0.986  -7.208
C  -0.420  -1.763  -7.601
C  0.696  -1.839  -6.777
C  0.715  -1.170  -5.563
H  0.831  -1.600  -2.828
H  0.712  -0.501  -1.508
H  -2.513  -1.208  -0.328
H  -1.169  -0.110  -0.387
H  -3.475  -2.534  1.336
H  -4.749  -4.577  1.848
H  -3.564  -6.729  2.196
H  -1.091  -6.797  2.038
H  0.185  -4.737  1.528
H  1.784  -0.759  1.875
H  4.133  -1.113  1.090
H  4.691  -2.841  -0.604
H  2.965  -4.427  -1.223
H  0.559  -4.037  -0.670
H  -3.215  -2.957  -0.968
H  -4.191  -4.894  -2.030
H  -3.152  -5.909  -4.056
H  -1.106  -4.842  -4.997
H  -0.121  -2.899  -3.957
H  -2.883  -0.880  -3.380
H  -5.128  0.002  -2.892
H  -5.458  2.428  -2.502
H  -3.513  3.954  -2.541
H  -1.239  3.047  -2.910
H  -2.326  0.300  -5.710
H  -2.366  -0.898  -7.854
H  -0.443  -2.293  -8.545
H  1.561  -2.415  -7.086
H  1.606  -1.209  -4.939
C  3.282  -0.026  -0.524
C  3.754  0.147  -1.861
C  4.111  1.478  -2.268
C  4.706  1.771  -3.479
C  4.933  0.770  -4.429
C  4.496  -0.522  -4.127
C  3.918  -0.830  -2.906
H  3.935  2.288  -1.564
H  4.985  2.797  -3.699
H  5.399  0.997  -5.379
H  4.598  -1.303  -4.875
H  3.559  -1.833  -2.733
S  1.729  7.262  -0.753
C  1.950  5.710  -0.295
N  2.109  4.593  0.042
C  -5.338  3.691  2.471
C  -3.955  3.184  2.169
C  -2.920  4.047  1.849
C  -1.665  3.528  1.563
N  -1.385  2.226  1.596
C  -2.372  1.399  1.937
C  -3.659  1.829  2.219
H  -5.493  4.685  2.048
H  -5.493  3.761  3.551
H  -6.097  3.017  2.072
H  -3.087  5.119  1.812
H  -0.845  4.193  1.294
H  -2.107  0.347  1.998
H  -4.427  1.108  2.477
O  1.488  1.812  3.040
S  1.897  3.049  3.849
C  0.927  2.926  5.316
C  0.506  1.682  5.817
C  -0.114  1.627  7.056
C  -0.334  2.784  7.801
C  0.085  4.020  7.292
C  0.716  4.095  6.065
C  3.479  2.668  4.477
C  4.379  3.728  4.733
C  5.573  3.473  5.373
C  5.900  2.170  5.793
C  5.000  1.128  5.551
C  3.799  1.354  4.904
H  0.643  0.791  5.214
H  -0.452  0.670  7.444
H  -0.830  2.728  8.764
H  -0.087  4.925  7.865
H  1.056  5.049  5.669
H  4.125  4.734  4.411
H  6.271  4.285  5.548
H  6.845  1.975  6.287
H  5.257  0.120  5.860
H  3.118  0.539  4.687


3.
Formula: C4H7NO2
Source: the OMol25 dataset
Level of theory: wB97M-V/def2-TZVPD

The spin multiplicity is 1. The calculation puts the energy relative to the best compared isomer or geometry (same formula, charge and spin) at 65.0 kcal per mole. The largest force on an atom is 1.44 eV/A. As for the total charge: 0. The value obtained for the HOMO energy is -8.79 eV. The HOMO-LUMO gap is 9.6 eV. The lowest unoccupied orbital energy comes out at 0.766 eV.

Geometry (Å):
O  -0.379  -0.855  1.980
C  0.300  -1.417  0.946
C  -0.246  -2.320  0.137
N  0.058  0.543  -1.414
C  -0.361  1.676  -1.792
C  0.956  1.779  1.494
O  0.883  2.883  1.249
H  0.134  -0.096  2.285
H  1.325  -1.072  0.811
H  0.344  -2.745  -0.666
H  -1.277  -2.634  0.262
H  -0.695  -0.149  -1.371
H  -1.398  1.911  -2.058
H  0.357  2.497  -1.861


4.
Formula: C29H24N2OPRuS
Source: the OMol25 dataset
Level of theory: wB97M-V/def2-TZVPD

The spin multiplicity is 1. The largest force on an atom is 1.57 eV/A. As for the total charge: +3. The value obtained for the HOMO energy (spin up / spin down) is -17.49 / -17.49 eV. The HOMO-LUMO gap (spin up / spin down) is 5.1 / 5.1 eV. The lowest unoccupied orbital energy (spin up / spin down) comes out at -12.412 / -12.400 eV.

Geometry (Å):
Ru  0.643  -0.309  -1.603
O  2.908  -1.253  -2.984
N  2.510  -1.175  -1.657
C  3.322  -1.571  -0.738
C  3.130  -1.522  0.691
C  4.254  -1.904  1.430
C  4.239  -1.915  2.815
C  3.082  -1.562  3.483
C  1.946  -1.186  2.763
C  1.956  -1.143  1.378
P  0.348  -0.817  0.613
C  -0.606  -2.323  0.793
C  -1.538  -2.496  1.818
C  -2.168  -3.723  1.964
C  -1.863  -4.773  1.110
C  -0.911  -4.614  0.109
C  -0.277  -3.396  -0.047
C  -0.425  0.576  1.424
C  -1.792  0.801  1.232
C  -2.381  1.939  1.760
C  -1.611  2.860  2.462
C  -0.249  2.649  2.636
C  0.351  1.514  2.112
H  3.460  -2.041  -3.125
H  4.285  -1.963  -1.067
H  5.157  -2.197  0.906
H  5.124  -2.212  3.363
H  3.043  -1.584  4.564
H  1.043  -0.937  3.308
H  -1.762  -1.694  2.507
H  -2.892  -3.861  2.756
H  -2.357  -5.728  1.234
H  -0.660  -5.443  -0.539
H  0.486  -3.284  -0.813
H  -2.400  0.084  0.695
H  -3.445  2.098  1.641
H  -2.078  3.741  2.885
H  0.345  3.360  3.194
H  1.409  1.348  2.275
C  1.863  2.514  -0.979
C  0.510  2.671  -1.594
C  -0.017  3.926  -1.934
C  -1.243  4.020  -2.545
C  -1.976  2.847  -2.814
C  -3.254  2.825  -3.443
C  -3.943  1.636  -3.660
C  -3.402  0.430  -3.244
C  -2.137  0.415  -2.631
S  -1.445  -0.976  -1.952
C  -1.415  1.632  -2.426
N  -0.196  1.557  -1.829
H  2.383  3.468  -0.923
H  2.498  1.844  -1.566
H  1.768  2.128  0.038
H  0.575  4.808  -1.732
H  -1.647  4.986  -2.826
H  -3.695  3.767  -3.751
H  -4.910  1.654  -4.145
H  -3.944  -0.497  -3.394


5.
Formula: C50H38Cl2N3O6STcTe
Source: the OMol25 dataset
Level of theory: wB97M-V/def2-TZVPD

The spin multiplicity is 2. Its expectation value of S² is 0.99. The calculation puts the energy relative to the best compared isomer or geometry (same formula, charge and spin) at 0.0 kcal per mole. The largest force on an atom is 0.93 eV/A. As for the total charge: +1. The value obtained for the HOMO energy (spin up / spin down) is -10.20 / -10.20 eV. The HOMO-LUMO gap (spin up / spin down) is 5.6 / 5.9 eV. The lowest unoccupied orbital energy (spin up / spin down) comes out at -4.568 / -4.267 eV.

Geometry (Å):
Tc  1.032  0.215  -0.387
C  -3.106  0.998  5.377
C  -2.042  0.735  4.336
C  -0.701  0.582  4.690
C  0.295  0.376  3.755
C  1.729  0.159  4.183
O  2.452  -0.599  3.579
C  2.239  0.877  5.398
C  1.791  2.142  5.773
C  2.325  2.769  6.890
C  3.302  2.133  7.643
C  3.763  0.877  7.267
C  3.241  0.257  6.144
C  -0.059  0.308  2.390
O  0.901  0.228  1.489
C  -1.411  0.377  2.001
C  -2.371  0.621  3.003
C  -1.856  0.141  0.618
N  -1.067  -0.023  -0.411
C  -1.690  -0.361  -1.739
C  -1.132  -1.586  -2.453
Te  -2.276  -1.930  -4.236
C  -3.836  -2.826  -3.117
C  -5.068  -2.198  -2.976
C  -6.058  -2.782  -2.191
C  -5.817  -3.982  -1.539
C  -4.586  -4.613  -1.683
C  -3.599  -4.042  -2.477
C  -3.341  0.057  0.435
C  -4.032  -1.073  0.855
C  -5.409  -1.142  0.690
C  -6.096  -0.081  0.115
C  -5.404  1.049  -0.302
C  -4.027  1.117  -0.146
H  -2.670  1.109  6.369
H  -3.829  0.180  5.415
H  -3.659  1.911  5.146
H  -0.431  0.606  5.740
H  1.048  2.656  5.174
H  1.978  3.756  7.174
H  3.709  2.621  8.521
H  4.532  0.383  7.850
H  3.594  -0.716  5.826
H  -3.410  0.726  2.723
H  -1.584  0.517  -2.372
H  -2.748  -0.541  -1.605
H  -1.250  -2.485  -1.854
H  -0.092  -1.497  -2.746
H  -5.261  -1.259  -3.479
H  -7.021  -2.293  -2.093
H  -6.590  -4.435  -0.928
H  -4.401  -5.563  -1.195
H  -2.650  -4.550  -2.609
H  -3.494  -1.902  1.305
H  -5.943  -2.026  1.016
H  -7.172  -0.135  -0.007
H  -5.935  1.877  -0.755
H  -3.482  1.998  -0.471
Cl  0.278  2.998  -0.073
C  0.971  4.005  1.248
Cl  1.925  3.114  2.414
H  0.134  4.453  1.764
H  1.597  4.752  0.781
S  5.393  -0.962  -0.344
C  5.410  0.769  -0.487
C  6.511  1.617  -0.566
C  6.274  2.968  -0.713
C  4.964  3.455  -0.808
C  3.879  2.609  -0.722
C  4.104  1.250  -0.525
N  3.146  0.243  -0.396
C  3.687  -0.946  -0.331
C  2.809  -2.104  -0.222
C  3.250  -3.411  -0.068
C  2.325  -4.417  0.159
C  0.973  -4.107  0.263
C  0.531  -2.800  0.100
C  1.444  -1.794  -0.191
H  7.519  1.222  -0.528
H  7.109  3.656  -0.773
H  4.804  4.515  -0.962
H  2.870  2.980  -0.844
H  4.310  -3.638  -0.115
H  2.658  -5.440  0.284
H  0.254  -4.891  0.469
H  -0.523  -2.577  0.219
O  3.091  0.275  -3.177
C  1.930  0.555  -3.313
O  1.033  0.638  -2.305
C  1.346  0.794  -4.669
C  0.063  1.300  -4.852
C  -0.446  1.480  -6.131
C  0.321  1.146  -7.235
C  1.597  0.654  -7.030
C  2.129  0.476  -5.771
N  2.424  0.305  -8.212
O  1.863  0.258  -9.289
O  3.604  0.084  -8.027
H  -0.531  1.564  -3.990
H  -1.442  1.880  -6.267
H  -0.048  1.265  -8.243
H  3.130  0.090  -5.643


6.
Formula: C24H31F17N2O7
Source: the OMol25 dataset
Level of theory: wB97M-V/def2-TZVPD

The spin multiplicity is 1. The largest force on an atom is 9.39 eV/A. As for the total charge: 0. The value obtained for the HOMO energy is -8.58 eV. As for the SMILES: O=C1C=C(C(F)(F)C(F)(F)C(F)(F)C(F)(F)C(F)(F)C(F)(F)C(F)(F)C(F)(F)F)C(=O)O1.COCCNCCOC.COCCNCCOC. The HOMO-LUMO gap is 6.1 eV. The lowest unoccupied orbital energy comes out at -2.456 eV.

Geometry (Å):
O  -2.672  -1.495  -1.752
C  -1.433  -1.644  -2.225
C  -0.274  -2.355  -1.308
C  1.039  -2.357  -2.039
C  2.507  -2.935  -1.482
F  2.198  -3.668  -0.235
F  3.064  -3.868  -2.514
C  3.525  -1.666  -1.323
F  4.723  -1.947  -2.200
F  2.993  -0.361  -1.779
C  4.137  -1.444  0.191
F  5.241  -0.425  0.019
F  4.816  -2.675  0.651
C  3.061  -0.801  1.265
F  3.357  0.681  1.262
F  1.635  -0.891  0.773
C  3.074  -1.479  2.749
F  2.625  -2.912  2.573
F  4.451  -1.597  3.359
C  2.013  -0.846  3.835
F  2.251  -1.644  5.100
F  0.572  -1.154  3.498
C  2.276  0.712  4.253
F  2.018  0.777  5.744
F  3.720  1.141  4.130
C  1.261  1.812  3.598
F  0.727  1.494  2.261
F  0.094  2.173  4.468
F  2.052  3.090  3.439
C  0.649  -1.661  -3.471
O  1.586  -1.480  -4.407
O  -0.795  -1.261  -3.494
H  -0.381  -2.814  -0.213
C  -5.248  -1.211  7.894
O  -4.626  -2.394  7.407
C  -5.519  -3.214  6.643
C  -5.047  -3.284  5.182
N  -5.232  -1.995  4.508
C  -4.591  -1.928  3.191
C  -3.050  -1.985  3.158
O  -2.420  -0.848  3.751
C  -2.201  -0.961  5.151
H  -4.531  -0.687  8.531
H  -5.521  -0.551  7.067
H  -6.132  -1.455  8.491
H  -6.560  -2.872  6.711
H  -5.473  -4.219  7.075
H  -5.619  -4.055  4.654
H  -3.992  -3.576  5.184
H  -4.844  -1.257  5.093
H  -4.901  -0.979  2.739
H  -4.995  -2.724  2.554
H  -2.749  -1.973  2.104
H  -2.653  -2.918  3.571
H  -2.018  -1.992  5.465
H  -3.046  -0.539  5.698
H  -1.320  -0.363  5.404
C  0.369  5.427  -8.031
O  0.977  4.168  -8.292
C  2.405  4.208  -8.173
C  2.858  3.321  -7.003
N  2.471  3.909  -5.716
C  2.666  3.005  -4.579
C  1.784  1.741  -4.529
O  0.395  2.017  -4.335
C  -0.332  2.241  -5.535
H  -0.703  5.334  -8.224
H  0.508  5.713  -6.986
H  0.776  6.199  -8.691
H  2.785  5.232  -8.070
H  2.811  3.797  -9.103
H  3.948  3.209  -7.036
H  2.404  2.334  -7.134
H  1.486  4.170  -5.755
H  2.465  3.591  -3.675
H  3.721  2.710  -4.531
H  2.096  1.165  -3.650
H  1.941  1.082  -5.389
H  0.065  1.669  -6.380
H  -0.349  3.307  -5.771
H  -1.367  1.930  -5.366